Molecular formula: C4H5N3
Method: DFT, wB97M-V/def2-TZVPD

Properties
* HOMO energy: -8.94 eV
* 2S+1: 1

Last column: Mulliken charge in e.
Cartesian coordinates (Å):
N: 3.0204 -1.0145 0.5337  -0.482
C: 1.9564 -0.6354 0.2684  -0.098
C: 0.6612 -0.1622 -0.1054  0.046
C: -0.5581 -1.0094 -0.3601  -0.202
N: -1.3633 0.1735 -0.8049  -0.547
C: -1.1190 1.0778 0.1709  -0.160
N: 0.0957 0.8867 0.6736  -0.087
H: -0.1515 0.3889 -1.3318  0.389
H: -0.4517 -1.7139 -1.1838  0.280
H: -0.9979 -1.4930 0.5273  0.247
H: -1.7061 1.9674 0.3628  0.373
H: 0.6140 1.5343 1.2494  0.240